1.
A gas-phase ion, CHClFO2S (charge -1) at a distorted geometry. Source: the Open Molecules 2025 dataset; level of theory: the ωB97M-V functional and the def2-TZVPD basis.

Element x y z (Å)
C: -0.185 -0.683 0.036
O: 1.266 1.497 0.439
O: -1.201 1.797 0.040
F: -0.914 -1.299 -1.001
S: 0.133 1.187 -0.442
Cl: 1.493 -1.352 0.005
H: -0.592 -1.146 0.924

Calculated values
net charge: -1
2S+1: 1
largest force on an atom: 3.35 eV/Å
ΔE to the lowest compared entry with this formula, charge and spin: 40.2 kJ/mol
electronic energy: -1147.46133 Eh
LUMO energy: 3.7 eV

***

2.
C5H9N3 in the gas phase at a distorted geometry. Source: the Open Molecules 2025 dataset; level of theory: the ωB97M-V functional and the def2-TZVPD basis.

Element x y z (Å)
C: -0.653 -0.555 0.021
C: 0.414 1.435 -0.151
C: -0.590 -1.903 0.200
C: 0.745 2.433 -0.887
C: 1.227 -0.023 1.529
N: 0.436 0.296 0.419
N: -1.536 0.212 -0.515
N: -2.387 -0.495 -1.371
H: -1.177 -2.723 -0.204
H: 0.344 -2.283 0.568
H: 0.419 3.475 -0.785
H: 1.684 2.379 -1.406
H: 1.703 -0.908 1.356
H: 2.082 0.724 1.764
H: 0.658 -0.233 2.550
H: -2.760 0.105 -2.240
H: -1.799 -1.193 -1.800

Calculated values
net charge: 0
2S+1: 1
largest force on an atom: 5.33 eV/Å
ΔE to the lowest compared entry with this formula, charge and spin: 644.8 kJ/mol
electronic energy: -359.95169 Eh
LUMO energy (alpha / beta): -0.2 / -0.2 eV

***

3.
2 unconnected molecules or ions with the total composition C2H8O3Si at a distorted geometry. Source: the Open Molecules 2025 dataset; level of theory: the ωB97M-V functional and the def2-TZVPD basis.

Element x y z (Å)
C: 0.919 -1.056 -1.041
C: 1.609 1.267 0.884
O: -2.988 -0.306 -0.027
O: -0.854 -0.320 1.307
O: -2.219 -0.137 -1.258
Si: 0.399 -0.118 0.406
H: 1.983 -0.806 -1.082
H: 1.090 -2.032 -0.711
H: 0.441 -1.106 -1.979
H: 1.406 1.702 1.890
H: 2.592 0.883 0.727
H: 1.245 2.095 0.252
H: -3.420 0.517 0.139
H: -2.202 -0.583 0.492

Calculated values
net charge: 0
2S+1: 1
largest force on an atom: 2.61 eV/Å
ΔE to the lowest compared entry with this formula, charge and spin: 583.0 kJ/mol
electronic energy: -596.06788 Eh
LUMO energy: 0.3 eV

***

4.
A molecular structure, C45H33N11ORb. Source: the Open Molecules 2025 dataset; level of theory: the ωB97M-V functional and the def2-TZVPD basis.

Element x y z (Å)
Rb: 0.122 -0.449 -0.349
C: -1.819 -2.172 -3.626
C: -0.807 -1.932 -4.552
C: -0.279 -0.667 -4.663
C: -0.741 0.357 -3.812
N: -1.693 0.117 -2.902
C: -2.216 -1.115 -2.837
N: -0.273 1.632 -4.045
C: 0.193 2.484 -3.201
N: 0.501 2.374 -1.869
C: 1.049 3.560 -1.480
N: 1.436 4.007 -0.330
C: 1.539 3.310 0.852
C: 1.283 4.041 2.031
C: 1.450 3.446 3.259
C: 1.899 2.129 3.318
C: 2.138 1.489 2.120
N: 1.955 2.038 0.915
C: 1.109 4.511 -2.638
C: 1.571 5.806 -2.752
C: 1.470 6.418 -4.000
C: 0.918 5.739 -5.087
C: 0.457 4.431 -4.953
C: 0.566 3.841 -3.711
H: -2.253 -3.153 -3.498
H: -0.442 -2.734 -5.184
H: 0.488 -0.424 -5.385
H: -2.993 -1.258 -2.090
H: 0.962 5.069 1.929
H: 1.244 3.999 4.168
H: 2.047 1.616 4.259
H: 2.472 0.458 2.119
H: 1.995 6.317 -1.896
H: 1.823 7.434 -4.131
H: 0.850 6.238 -6.047
H: 0.028 3.888 -5.787
C: -3.735 2.817 -0.263
C: -4.244 3.188 0.968
C: -3.882 2.462 2.094
C: -3.024 1.376 1.949
N: -2.545 1.011 0.761
C: -2.883 1.720 -0.313
C: -2.544 0.582 3.125
C: -3.176 0.651 4.363
C: -2.631 -0.055 5.421
C: -1.511 -0.836 5.208
C: -0.983 -0.906 3.920
N: -1.478 -0.188 2.917
C: 0.156 -1.818 3.604
C: 0.333 -2.989 4.328
C: 1.372 -3.842 3.987
C: 2.192 -3.501 2.934
C: 1.940 -2.311 2.265
N: 0.953 -1.481 2.584
H: -3.963 3.371 -1.164
H: -4.901 4.044 1.062
H: -4.239 2.761 3.070
H: -2.448 1.399 -1.256
H: -4.073 1.237 4.502
H: -3.078 0.003 6.406
H: -1.050 -1.374 6.025
H: -0.356 -3.253 5.120
H: 1.509 -4.778 4.515
H: 2.974 -4.161 2.589
H: 2.543 -2.025 1.409
O: 1.049 -4.842 0.619
C: 0.405 -3.997 -0.062
N: 0.786 -3.290 -1.104
C: 2.135 -3.591 -1.540
C: 3.069 -2.407 -1.660
C: 4.155 -2.472 -2.538
C: 5.025 -1.404 -2.631
C: 4.792 -0.275 -1.855
C: 3.697 -0.286 -1.012
N: 2.860 -1.327 -0.904
C: -1.059 -3.862 0.338
C: -1.758 -5.048 0.589
C: -3.079 -4.986 0.980
C: -3.674 -3.738 1.147
C: -2.906 -2.618 0.898
N: -1.634 -2.667 0.492
H: 2.096 -4.060 -2.531
H: 2.615 -4.318 -0.871
H: 4.294 -3.361 -3.141
H: 5.867 -1.439 -3.312
H: 5.429 0.597 -1.916
H: 3.452 0.582 -0.405
H: -1.234 -5.988 0.484
H: -3.641 -5.894 1.165
H: -4.703 -3.641 1.467
H: -3.315 -1.619 1.026

Calculated values
net charge: -1
2S+1: 1
largest force on an atom: 0.45 eV/Å
ΔE to the lowest compared entry with this formula, charge and spin: 0.0 kJ/mol
electronic energy: -2436.45027 Eh
LUMO energy: 2.1 eV

***

5.
C6H12N2O in the gas phase at a distorted geometry. Source: the Open Molecules 2025 dataset; level of theory: the ωB97M-V functional and the def2-TZVPD basis.

Element x y z (Å)
C: -0.037 1.014 0.027
C: 0.101 1.406 1.458
C: -1.002 1.766 -0.831
C: -0.731 -1.610 0.813
C: -0.307 -1.048 -0.516
C: 0.953 0.187 -0.600
O: 2.819 -1.029 -0.837
N: 1.783 -0.697 0.042
N: -0.694 -1.443 -1.653
H: 3.194 -1.834 -0.456
H: -1.290 -2.268 -1.597
H: 1.168 0.392 -1.649
H: 0.099 2.496 1.548
H: -0.733 1.033 2.065
H: 1.013 1.007 1.907
H: -2.033 1.569 -0.509
H: -0.929 1.493 -1.883
H: -0.826 2.842 -0.749
H: 0.041 -1.465 1.564
H: -1.657 -1.135 1.148
H: -0.933 -2.677 0.708

Calculated values
net charge: 0
2S+1: 1
largest force on an atom: 1.03 eV/Å
ΔE to the lowest compared entry with this formula, charge and spin: 537.7 kJ/mol
electronic energy: -420.37910 Eh
LUMO energy (alpha / beta): 0.6 / 0.5 eV

***

6.
2 unconnected molecules or ions with the total composition C2H2NO3P at a distorted geometry. Source: the Open Molecules 2025 dataset; level of theory: the ωB97M-V functional and the def2-TZVPD basis.

Element x y z (Å)
C: 2.516 0.809 0.221
C: 0.057 -0.509 -0.198
N: 3.651 0.853 -0.071
O: -2.147 1.452 -0.276
O: -2.786 -1.082 -0.263
O: -0.608 -0.196 1.160
P: -1.708 -0.014 -0.130
H: 0.879 0.243 -0.188
H: 0.147 -1.556 -0.254

Calculated values
net charge: -2
2S+1: 1
largest force on an atom: 3.65 eV/Å
ΔE to the lowest compared entry with this formula, charge and spin: 65.9 kJ/mol
electronic energy: -699.24064 Eh
LUMO energy: 7.0 eV

***

7.
2 unconnected molecules or ions with the total composition C3H6NO2 at a distorted geometry. Source: the Open Molecules 2025 dataset; level of theory: the ωB97M-V functional and the def2-TZVPD basis.

Element x y z (Å)
C: -2.404 -0.172 -0.561
C: -1.324 0.578 -0.266
N: -0.261 0.942 -1.054
H: -2.703 -0.306 -1.599
H: -2.767 -0.916 0.136
H: -1.207 0.955 0.748
H: -0.232 0.571 -1.990
H: 0.610 0.791 -0.533
O: 2.032 -1.519 1.989
C: 2.567 -0.646 1.305
O: 2.011 0.238 0.592
H: 3.679 -0.517 1.233

Calculated values
net charge: -1
2S+1: 1
largest force on an atom: 1.30 eV/Å
ΔE to the lowest compared entry with this formula, charge and spin: 134.9 kJ/mol
electronic energy: -323.16687 Eh
LUMO energy: 4.2 eV

***

8.
A molecular structure, C2H3AuF4NO5S2 at a distorted geometry. Source: the Open Molecules 2025 dataset; level of theory: the ωB97M-V functional and the def2-TZVPD basis.

Element x y z (Å)
N: -0.233 1.000 2.054
S: -0.720 -0.550 1.682
O: 0.091 -1.888 2.055
O: -2.156 -0.727 1.982
S: 0.055 2.035 0.880
O: 0.870 1.115 -0.013
O: -0.420 3.177 1.688
C: -0.068 3.137 -0.682
F: -0.610 2.450 -1.676
F: -0.800 4.231 -0.577
F: 1.140 3.538 -1.042
Au: 1.387 -0.567 -0.218
F: 2.260 -1.973 -0.922
C: -0.171 -3.041 -1.104
O: 0.617 -2.363 -0.135
H: -0.097 -4.114 -0.900
H: -1.227 -2.775 -0.966
H: 0.083 -2.685 -2.108

Calculated values
net charge: +1
2S+1: 3
largest force on an atom: 7.61 eV/Å
electronic energy: -1839.64554 Eh
LUMO energy (alpha / beta): -8.5 / -8.5 eV

***

9.
C4H8ClNS in the gas phase at a distorted geometry. Source: the Open Molecules 2025 dataset; level of theory: the ωB97M-V functional and the def2-TZVPD basis.

Element x y z (Å)
C: -0.126 0.529 -0.695
C: 1.080 1.705 -0.751
C: 1.516 -0.394 0.795
C: -0.816 -1.211 0.938
N: 0.063 -0.145 0.592
S: 2.259 1.250 0.589
Cl: 2.168 -1.519 -0.556
H: -1.065 1.200 -0.814
H: -0.059 -0.183 -1.528
H: 1.410 1.870 -1.796
H: 0.603 2.695 -0.438
H: 1.955 -0.846 1.693
H: -1.819 -1.284 0.471
H: -0.217 -2.149 0.801
H: -1.207 -1.125 2.007

Calculated values
net charge: 0
2S+1: 3
largest force on an atom: 3.71 eV/Å
ΔE to the lowest compared entry with this formula, charge and spin: 166.0 kJ/mol
electronic energy: -1070.13034 Eh
LUMO energy (alpha / beta): 0.8 / -2.6 eV

***

10.
7 unconnected molecules or ions with the total composition C11H25Br8N3O6 at a distorted geometry. Source: the Open Molecules 2025 dataset; level of theory: the ωB97M-V functional and the def2-TZVPD basis.

Element x y z (Å)
C: 1.708 1.788 3.158
N: 1.916 2.519 4.462
O: 1.026 2.721 5.268
O: 2.978 3.041 4.621
H: 1.632 0.750 3.480
H: 2.620 1.912 2.573
H: 0.891 2.266 2.617
C: -1.561 -0.045 3.713
N: -2.324 -1.084 4.484
O: -2.448 -2.146 3.902
O: -2.808 -0.914 5.570
H: -1.908 0.938 4.031
H: -1.739 -0.236 2.654
H: -0.569 -0.232 4.124
C: 1.009 4.589 -1.967
N: 2.036 3.549 -1.680
O: 2.661 3.071 -2.578
O: 2.047 3.068 -0.524
H: 1.461 5.403 -2.534
H: 0.690 4.890 -0.969
H: 0.206 4.030 -2.447
Br: -5.626 2.770 -5.583
C: -4.721 3.890 -4.165
C: -3.156 4.011 -4.359
Br: -2.458 5.015 -2.841
H: -5.047 3.316 -3.296
H: -5.218 4.838 -3.960
H: -2.956 4.597 -5.256
H: -2.624 3.060 -4.399
Br: -1.917 1.533 -1.959
C: -0.404 1.052 -0.806
C: -0.438 -0.438 -0.552
Br: 0.929 -0.944 0.832
H: -0.582 1.528 0.158
H: 0.493 1.452 -1.278
H: -0.193 -1.061 -1.412
H: -1.388 -0.777 -0.138
Br: 1.090 -5.699 3.007
C: 2.095 -4.061 2.546
C: 3.518 -4.481 2.142
Br: 4.732 -2.851 1.947
H: 2.103 -3.421 3.428
H: 1.557 -3.609 1.713
H: 3.469 -4.888 1.132
H: 3.995 -5.129 2.877
Br: -1.404 -3.556 -2.292
C: 0.309 -4.297 -3.083
C: 0.604 -5.700 -2.652
Br: 1.256 -5.701 -0.796
H: 1.162 -3.647 -2.891
H: 0.157 -4.193 -4.158
H: 1.435 -6.168 -3.179
H: -0.294 -6.318 -2.683

Calculated values
net charge: 0
2S+1: 1
largest force on an atom: 2.65 eV/Å
ΔE to the lowest compared entry with this formula, charge and spin: 52.8 kJ/mol
electronic energy: -21641.62538 Eh
SMILES string: C[N+](=O)[O-].C[N+](=O)[O-].C[N+](=O)[O-].BrCCBr.BrCCBr.BrCCBr.BrCCBr
LUMO energy: -0.3 eV

***

> Which value of electronic energy does entry 7 give?

-323.16687 Eh

***

> Which value of 2S+1 does entry 3 give?

1

***

> Number 1 is which compound?

CHClFO2S

***

> What is the formula in the eighth record?

C2H3AuF4NO5S2